No. 1
{"formula": "C22H46O", "method": "the ωB97M-V functional and the def2-TZVPD basis", "smiles": "CCCCCCCCCCCCCCCCCCCCCCO", "total_energy_ev": -25609.0161, "orbital_gap_ev": 11.085, "total_charge": 0, "lumo_ev": 0.9318, "homo_ev": -10.15, "largest_force_ev_per_a": 0.60, "de_lowest_kj_mol": 11.9, "species": ["C", "C", "C", "C", "C", "C", "C", "C", "C", "C", "C", "C", "C", "C", "C", "C", "C", "C", "C", "C", "C", "C", "O", "H", "H", "H", "H", "H", "H", "H", "H", "H", "H", "H", "H", "H", "H", "H", "H", "H", "H", "H", "H", "H", "H", "H", "H", "H", "H", "H", "H", "H", "H", "H", "H", "H", "H", "H", "H", "H", "H", "H", "H", "H", "H", "H", "H", "H", "H"], "coordinates": [[3.4793, -2.0077, -5.0432], [3.3203, -0.9701, -3.9390], [2.8550, -1.6010, -2.6292], [2.6857, -0.5676, -1.5186], [2.2393, -1.2020, -0.2037], [2.0470, -0.1625, 0.8975], [1.5810, -0.7893, 2.2096], [1.3420, 0.2637, 3.2893], [0.7906, -0.3502, 4.5745], [0.5121, 0.6749, 5.6777], [-0.5296, 1.7363, 5.3159], [-1.9371, 1.1675, 5.1372], [-2.9012, 2.1333, 4.4441], [-2.5364, 2.4773, 2.9969], [-2.4547, 1.2609, 2.0772], [-2.0720, 1.6470, 0.6505], [-1.8908, 0.4197, -0.2397], [-1.4509, 0.7912, -1.6533], [-1.2370, -0.4423, -2.5274], [-0.7616, -0.0708, -3.9326], [-0.6191, -1.2837, -4.8620], [-1.8630, -1.5427, -5.7177], [-3.0151, -1.8603, -4.9761], [2.5352, -2.5158, -5.2278], [3.8036, -1.5373, -5.9688], [4.2186, -2.7541, -4.7608], [4.2746, -0.4635, -3.7765], [2.5961, -0.2150, -4.2532], [1.9041, -2.1120, -2.7962], [3.5825, -2.3530, -2.3143], [1.9481, 0.1766, -1.8278], [3.6333, -0.0459, -1.3630], [1.2997, -1.7379, -0.3611], [2.9838, -1.9351, 0.1158], [2.9883, 0.3667, 1.0638], [1.3093, 0.5740, 0.5697], [2.3270, -1.5086, 2.5557], [0.6527, -1.3399, 2.0341], [0.6378, 0.9995, 2.8993], [2.2783, 0.7830, 3.5070], [-0.1224, -0.9026, 4.3436], [1.5136, -1.0758, 4.9562], [1.4489, 1.1805, 5.9255], [0.1794, 0.1413, 6.5717], [-0.5509, 2.4892, 6.1079], [-0.2140, 2.2410, 4.4044], [-1.8946, 0.2426, 4.5641], [-2.3439, 0.9157, 6.1199], [-2.9491, 3.0619, 5.0187], [-3.8994, 1.6880, 4.4544], [-3.2928, 3.1642, 2.6081], [-1.5826, 3.0082, 2.9722], [-3.4172, 0.7439, 2.0708], [-1.7055, 0.5642, 2.4543], [-2.8403, 2.2974, 0.2256], [-1.1376, 2.2146, 0.6715], [-2.8305, -0.1360, -0.2859], [-1.1410, -0.2381, 0.2058], [-2.2056, 1.4376, -2.1093], [-0.5200, 1.3621, -1.6027], [-2.1654, -1.0151, -2.5753], [-0.4860, -1.0834, -2.0607], [0.2054, 0.4288, -3.8421], [-1.4515, 0.6527, -4.3774], [0.2154, -1.1286, -5.5478], [-0.4058, -2.1743, -4.2687], [-1.6896, -2.4056, -6.3658], [-2.0524, -0.6664, -6.3567], [-3.2217, -1.1111, -4.4062]], "nbo_charge": [-0.6011, -0.3873, -0.3892, -0.3864, -0.3862, -0.3858, -0.3854, -0.3951, -0.3919, -0.3858, -0.4022, -0.4017, -0.3860, -0.3950, -0.3858, -0.3918, -0.3761, -0.3954, -0.3807, -0.4080, -0.4277, -0.0527, -0.7140, 0.2003, 0.2070, 0.2012, 0.1944, 0.1900, 0.1919, 0.1944, 0.1900, 0.1951, 0.1917, 0.1951, 0.1949, 0.1904, 0.1952, 0.1920, 0.1911, 0.1958, 0.1921, 0.2019, 0.1979, 0.1986, 0.2031, 0.1934, 0.1936, 0.2032, 0.1985, 0.1979, 0.2016, 0.1921, 0.1952, 0.1904, 0.1945, 0.1919, 0.1941, 0.1907, 0.1924, 0.1935, 0.1915, 0.1961, 0.2053, 0.1904, 0.2088, 0.2039, 0.1794, 0.1497, 0.4595]}

***

No. 2
{"formula": "C22H47BCl2NO", "method": "the ωB97M-V functional and the def2-TZVPD basis", "total_energy_ev": -52834.2352, "orbital_gap_ev": 7.138, "total_charge": -1, "lumo_ev": 2.6768, "homo_ev": -4.46, "largest_force_ev_per_a": 2.92, "species": ["C", "C", "C", "C", "C", "C", "C", "C", "C", "C", "C", "C", "C", "C", "C", "C", "B", "C", "N", "C", "C", "C", "O", "H", "H", "H", "H", "H", "H", "H", "H", "H", "H", "H", "H", "H", "H", "H", "H", "H", "H", "H", "H", "H", "H", "H", "H", "H", "H", "H", "H", "H", "H", "H", "H", "H", "H", "H", "H", "H", "H", "H", "H", "H", "H", "H", "Cl", "C", "C", "Cl", "H", "H", "H", "H"], "coordinates": [[1.7672, -0.8166, 3.7487], [0.4935, -0.1268, 4.4662], [-0.8932, -0.4656, 3.7229], [-1.9056, -1.1209, 4.7707], [-2.1682, -2.6786, 4.5548], [-0.8341, -3.5322, 4.3638], [-1.2365, -5.0062, 3.8989], [-0.7949, -5.3765, 2.4117], [-0.9327, -4.1323, 1.3838], [0.5043, -3.5900, 0.9780], [0.5062, -2.6879, -0.3489], [1.9197, -1.9474, -0.5502], [2.1784, -1.8257, -2.1175], [2.3847, -0.3386, -2.6466], [1.2210, 0.6260, -2.0885], [0.6335, 1.6341, -3.1715], [-0.3353, 2.7692, -2.4255], [-0.8693, 2.2849, -0.9301], [-1.4669, 3.2934, -3.3364], [-1.7846, 4.6838, -2.9065], [-2.6314, 2.4370, -3.3427], [-3.8776, 2.5540, -2.3749], [-2.6830, 1.5419, -4.2204], [2.7091, -0.2861, 4.0776], [1.8391, -1.8810, 4.1356], [1.6597, -0.7649, 2.6266], [0.5210, -0.5110, 5.5399], [0.6248, 0.9955, 4.4966], [-1.3308, 0.5277, 3.3908], [-0.7320, -1.0814, 2.7852], [-2.8984, -0.5651, 4.6617], [-1.5705, -0.9237, 5.8436], [-2.8991, -2.9066, 3.7147], [-2.6580, -3.0705, 5.5112], [-0.3556, -3.6154, 5.3953], [-0.0690, -3.0373, 3.6904], [-0.7167, -5.7349, 4.6084], [-2.3585, -5.1648, 4.0475], [0.2682, -5.7648, 2.4343], [-1.5142, -6.1897, 2.0533], [-1.6001, -3.3167, 1.7950], [-1.4427, -4.5716, 0.4640], [0.9702, -3.0347, 1.8489], [1.1666, -4.4880, 0.7396], [0.2021, -3.3076, -1.2549], [-0.3497, -1.9397, -0.2059], [1.8512, -0.9612, -0.0042], [2.7503, -2.5385, -0.0304], [3.1159, -2.4345, -2.3585], [1.3519, -2.2871, -2.7560], [3.4119, 0.0326, -2.3086], [2.4024, -0.2897, -3.7897], [0.3647, -0.0704, -1.7899], [1.6686, 1.1442, -1.1741], [0.0285, 1.0011, -3.9127], [1.4534, 2.1265, -3.8071], [0.3973, 3.7071, -2.2222], [-0.0529, 2.2328, -0.1486], [-1.3238, 1.2412, -1.0641], [-1.7178, 2.9320, -0.5225], [-1.0391, 5.3637, -3.4383], [-1.7128, 4.8683, -1.7909], [-2.8379, 4.9318, -3.2504], [-3.7144, 3.3082, -1.5320], [-4.8444, 2.8193, -2.8961], [-4.0254, 1.5537, -1.8482], [2.8619, 4.7586, -2.4722], [2.3266, 5.3141, -4.0736], [3.4874, 5.5514, -5.0157], [4.4751, 6.9560, -4.5325], [1.7306, 6.2168, -3.9359], [1.6757, 4.5342, -4.4754], [3.1124, 5.7599, -6.0191], [4.1422, 4.6813, -5.0708]], "lowdin_charge": [-0.1241, -0.2402, -0.1952, -0.2123, -0.2197, -0.2113, -0.2166, -0.1974, -0.2018, -0.2281, -0.2086, -0.2018, -0.2309, -0.2203, -0.2405, -0.1628, -0.7301, -0.1051, -0.0712, -0.1372, -0.4432, -0.0459, -0.0094, 0.0659, 0.0624, 0.0606, 0.0948, 0.0969, 0.1064, 0.0985, 0.1031, 0.1023, 0.1063, 0.1099, 0.1125, 0.0698, 0.0998, 0.1060, 0.1017, 0.1015, 0.0981, 0.1093, 0.0847, 0.1121, 0.1058, 0.1136, 0.0959, 0.1069, 0.0969, 0.1044, 0.1009, 0.1020, 0.1002, 0.1060, 0.0935, 0.0726, 0.0461, 0.0431, 0.0518, 0.0347, 0.0797, 0.0778, 0.0812, 0.0646, 0.0733, 0.0859, 0.5624, -0.6607, -0.6673, 0.5059, 0.0675, 0.0711, 0.0680, 0.0669]}

***

No. 3
{"formula": "C22H47BCl35F3O2P", "method": "the ωB97M-V functional and the def2-TZVPD basis", "total_energy_ev": -484074.3564, "orbital_gap_ev": 4.919, "total_charge": -1, "lumo_ev": 1.4183, "homo_ev": -3.50, "largest_force_ev_per_a": 1.46, "species": ["C", "O", "B", "O", "P", "C", "C", "C", "Cl", "C", "F", "F", "F", "H", "H", "H", "H", "H", "H", "H", "H", "H", "H", "H", "H", "H", "C", "Cl", "Cl", "H", "H", "C", "Cl", "Cl", "H", "H", "C", "Cl", "Cl", "H", "H", "C", "Cl", "Cl", "H", "H", "C", "Cl", "Cl", "H", "H", "C", "Cl", "Cl", "H", "H", "C", "Cl", "Cl", "H", "H", "C", "Cl", "Cl", "H", "H", "C", "Cl", "Cl", "H", "H", "C", "Cl", "Cl", "H", "H", "C", "Cl", "Cl", "H", "H", "C", "Cl", "Cl", "H", "H", "C", "Cl", "Cl", "H", "H", "C", "Cl", "Cl", "H", "H", "C", "Cl", "Cl", "H", "H", "C", "Cl", "Cl", "H", "H", "C", "Cl", "Cl", "H", "H"], "coordinates": [[4.0547, 0.8880, 1.0895], [4.0538, -0.0309, 0.0109], [4.2506, -1.3538, 0.4226], [5.3715, -1.5836, 1.2165], [2.9580, -2.6916, -0.1956], [1.5347, -1.4271, 0.1928], [0.1461, -2.0491, 0.2992], [-0.6693, -1.4971, 1.4658], [-0.8169, -1.5535, -1.2128], [2.8058, -3.5633, 1.5782], [3.9452, -4.1437, 2.0279], [1.9320, -4.6171, 1.5013], [2.3469, -2.8022, 2.6084], [3.1484, 0.8306, 1.7069], [4.0528, 1.8883, 0.6572], [4.9374, 0.8349, 1.7282], [5.7548, -2.4289, 0.9328], [1.9931, -3.6120, -0.7081], [4.0612, -3.6412, -0.5315], [3.0918, -2.1353, -1.5587], [1.7452, -0.7697, 1.0406], [1.5087, -0.7680, -0.6689], [0.1499, -3.1370, 0.2754], [-0.1025, -1.6812, 2.3776], [-0.7179, -0.4227, 1.3062], [-1.6578, -1.9454, 1.4761], [-0.9042, 3.0358, 0.4519], [-1.3928, 3.3772, 2.1232], [0.5388, 2.0310, 0.3994], [-1.7099, 2.5136, -0.0490], [-0.6992, 3.9721, -0.0482], [-4.3068, -2.5352, -1.6019], [-4.3714, -3.1925, 0.0328], [-5.0866, -3.6194, -2.7732], [-4.8262, -1.5837, -1.6165], [-3.2666, -2.4042, -1.8828], [-1.1488, 4.2385, -3.4287], [-1.1679, 2.6054, -2.7380], [-1.2151, 5.4840, -2.1710], [-0.2350, 4.3677, -3.9977], [-2.0078, 4.3545, -4.0766], [4.5680, 5.2917, -0.7025], [4.4733, 4.5959, 0.9206], [3.8327, 4.2266, -1.9068], [4.0433, 6.2392, -0.7058], [5.6108, 5.4410, -0.9531], [-0.8747, 5.5751, -7.4594], [0.4478, 5.8843, -6.3349], [-2.4208, 5.4678, -6.6119], [-0.9200, 6.3855, -8.1777], [-0.6927, 4.6342, -7.9673], [0.3368, -8.0004, 0.9820], [-0.2182, -9.6756, 0.7808], [-0.0189, -7.0122, -0.4321], [-0.1632, -7.5720, 1.8428], [1.4091, -8.0072, 1.1395], [-2.9383, 0.3265, 4.1872], [-3.7497, -0.2571, 2.7299], [-1.7170, -0.8208, 4.7480], [-2.4522, 1.2741, 3.9704], [-3.6772, 0.4602, 4.9699], [-8.5235, -4.6500, -1.9123], [-8.5788, -5.3142, -0.2781], [-9.3207, -5.7203, -3.0799], [-9.0331, -3.6935, -1.9179], [-7.4878, -4.5249, -2.2058], [-6.0793, 1.2816, -2.3575], [-4.5644, 1.0875, -3.2431], [-6.0225, 0.4611, -0.7909], [-6.2574, 2.3375, -2.1895], [-6.8830, 0.8554, -2.9471], [3.3510, 3.4512, -6.1315], [4.6750, 3.7570, -5.0063], [1.7973, 3.3526, -5.2956], [3.3067, 4.2656, -6.8481], [3.5316, 2.5120, -6.6418], [-2.1110, 4.7824, 5.9370], [-1.4664, 5.9056, 4.7372], [-2.5090, 3.2091, 5.2298], [-1.3659, 4.6337, 6.7101], [-3.0125, 5.2079, 6.3624], [1.2250, -5.1850, -3.7030], [2.5097, -4.9198, -2.5310], [-0.3621, -5.2693, -2.9145], [1.2120, -4.3641, -4.4116], [1.4087, -6.1220, -4.2172], [-8.2936, -8.9028, -4.4154], [-7.4183, -10.1170, -3.4767], [-9.7204, -9.5915, -5.2061], [-8.6156, -8.1110, -3.7491], [-7.6315, -8.5076, -5.1770], [3.6808, 1.8559, 4.7939], [4.3543, 2.9629, 3.5808], [3.3092, 0.2738, 4.1108], [4.4075, 1.7305, 5.5871], [2.7685, 2.2928, 5.1853], [4.4525, 8.0159, -4.1978], [5.3626, 6.8473, -3.2338], [3.0374, 7.2839, -4.9629], [4.1200, 8.8176, -3.5486], [5.1012, 8.4069, -4.9731], [-1.4092, -1.4727, 8.2795], [-1.6628, 0.2711, 8.1646], [-2.3996, -2.1966, 9.5554], [-1.6775, -1.9228, 7.3308], [-0.3650, -1.6581, 8.5019], [7.2547, 2.4967, 6.8229], [8.5754, 2.7731, 7.9654], [5.6945, 2.3641, 7.6466], [7.2111, 3.3296, 6.1307], [7.4437, 1.5735, 6.2872]], "lowdin_charge": [-0.1981, -0.0380, -0.6987, 0.0954, 0.5178, -0.3828, -0.6861, -0.1867, 0.5453, -0.6625, 0.0393, 0.0090, 0.0411, 0.0048, 0.0257, 0.0551, 0.0883, -0.1032, -0.0371, -0.0280, 0.0518, 0.0360, 0.0702, 0.0534, 0.0326, 0.0268, -1.0573, 0.4965, 0.5779, -0.0059, -0.0445, -1.0297, 0.5144, 0.5184, -0.0702, -0.0351, -1.0114, 0.5536, 0.5384, -0.0657, -0.0213, -1.0665, 0.5158, 0.4883, 0.0094, -0.0083, -0.9854, 0.4871, 0.5386, 0.0252, 0.0302, -1.0245, 0.4704, 0.4950, 0.0243, 0.0266, -1.0551, 0.5309, 0.5600, -0.0951, 0.0167, -1.0170, 0.5106, 0.5294, 0.0262, -0.0492, -1.0049, 0.5165, 0.5429, 0.0229, 0.0241, -1.0002, 0.4922, 0.5078, 0.0149, 0.0271, -0.9949, 0.5067, 0.5607, 0.0263, 0.0240, -0.9936, 0.5476, 0.4567, 0.0226, 0.0173, -1.0441, 0.5033, 0.4852, -0.0570, 0.0269, -0.9847, 0.5149, 0.6118, -0.0629, 0.0284, -0.9846, 0.5557, 0.4985, 0.0268, 0.0248, -1.0392, 0.4816, 0.4928, -0.0180, 0.0276, -1.0140, 0.5008, 0.5365, 0.0267, 0.0325]}

***

No. 4
{"formula": "C22H47CrNO4Si2", "method": "the ωB97M-V functional and the def2-TZVPD basis", "total_energy_ev": -77428.8520, "orbital_gap_ev": [7.162, 8.003], "multiplicity": 4, "total_charge": 1, "s2": 3.94, "lumo_ev": [-4.6703, -3.8292], "homo_ev": [-11.83, -11.83], "largest_force_ev_per_a": 1.74, "de_lowest_kj_mol": 0.0, "species": ["O", "O", "C", "C", "H", "H", "H", "H", "H", "C", "C", "H", "H", "H", "H", "H", "C", "C", "C", "H", "H", "H", "H", "H", "C", "H", "H", "H", "H", "H", "H", "Cr", "C", "Si", "H", "H", "C", "C", "C", "C", "Si", "H", "H", "C", "C", "C", "H", "H", "H", "H", "H", "H", "H", "H", "H", "H", "H", "H", "H", "H", "H", "H", "H", "H", "O", "C", "O", "C", "C", "C", "C", "C", "N", "H", "H", "H", "H"], "coordinates": [[-0.5357, 1.4164, -1.0160], [-0.8101, -3.1914, -2.7821], [-1.9207, 1.2388, -0.5177], [-2.7617, 2.4883, -0.5228], [-1.7951, 0.8625, 0.4998], [-2.3561, 0.4589, -1.1460], [-2.3014, 3.3039, 0.0426], [-3.7077, 2.2406, -0.0343], [-2.9983, 2.8457, -1.5282], [-0.4813, 2.0906, -2.3176], [-1.1148, 1.2449, -3.4003], [0.5816, 2.2648, -2.5233], [-0.9926, 3.0606, -2.2301], [-0.7015, 0.2277, -3.4249], [-0.9228, 1.6963, -4.3772], [-2.2029, 1.1784, -3.2870], [0.2382, -3.9397, -3.4408], [-2.1477, -3.5552, -3.1729], [0.8761, -3.1751, -4.5877], [-0.1530, -4.9073, -3.8085], [0.9933, -4.1357, -2.6649], [0.1499, -2.9813, -5.3835], [1.6927, -3.7717, -5.0029], [1.2848, -2.2188, -4.2443], [-2.4393, -3.4526, -4.6570], [-2.8001, -2.8781, -2.6107], [-2.3458, -4.5835, -2.8299], [-2.1776, -2.4701, -5.0578], [-3.5081, -3.6052, -4.8150], [-1.9107, -4.2182, -5.2303], [-0.0701, -2.5011, -0.6589], [1.0525, 1.8126, 0.3276], [0.5101, -2.9336, 0.1907], [-0.2362, -4.3897, 1.1770], [1.4502, -3.3227, -0.2276], [0.7471, -2.1147, 0.8802], [-2.0940, -4.1374, 1.3789], [0.5171, -4.5577, 2.9166], [0.0315, -6.1045, 0.3934], [-0.0240, 1.7763, 2.1252], [0.8325, 2.2178, 3.7315], [-0.4163, 0.7398, 2.1586], [-0.9316, 2.4089, 2.0441], [1.1168, 0.6458, 4.7304], [-0.3127, 3.3751, 4.6897], [2.4836, 3.1119, 3.6183], [-0.4052, -6.8897, 1.0352], [1.1023, -6.3336, 0.2765], [-0.4492, -6.1652, -0.5938], [-2.2818, -3.2867, 2.0513], [-2.5713, -5.0336, 1.8043], [-2.5474, -3.9242, 0.4000], [0.6069, -3.5790, 3.4094], [1.5176, -5.0166, 2.8696], [-0.1147, -5.2030, 3.5499], [-1.3574, 3.0596, 4.5720], [-0.2278, 4.4074, 4.3226], [-0.0745, 3.3747, 5.7618], [2.3936, 4.0718, 3.0918], [3.2557, 2.5245, 3.1017], [2.8516, 3.3279, 4.6341], [1.4130, 0.8771, 5.7626], [1.9064, 0.0318, 4.2765], [0.1982, 0.0458, 4.7640], [4.7560, 3.3376, 0.6365], [3.5744, 3.0851, 0.4586], [2.9916, 1.9014, 0.5084], [2.6270, 4.2174, 0.1942], [3.0434, 5.5426, 0.2062], [2.0880, 6.5418, 0.0062], [0.7589, 6.1526, -0.1830], [0.4003, 4.8159, -0.1339], [1.3330, 3.8436, 0.0480], [4.0935, 5.7347, 0.3852], [2.3863, 7.5908, -0.0029], [-0.0198, 6.8978, -0.3571], [-0.6365, 4.4889, -0.2603]], "mulliken_spin": [-0.0046, 0.0001, -0.0049, 0.0044, 0.0027, 0.0023, -0.0010, 0.0002, 0.0002, -0.0036, -0.0027, 0.0092, -0.0017, 0.0004, 0.0000, 0.0003, 0.0000, 0.0000, 0.0000, 0.0000, 0.0000, 0.0000, 0.0000, 0.0000, 0.0000, 0.0000, 0.0000, 0.0000, 0.0000, 0.0000, -0.0004, 3.3723, 0.0005, -0.0001, 0.0000, -0.0005, 0.0000, 0.0000, 0.0000, -0.3543, 0.0106, -0.0066, 0.0248, -0.0063, -0.0081, 0.0039, 0.0000, 0.0000, 0.0000, 0.0000, 0.0000, 0.0000, 0.0000, 0.0000, 0.0000, -0.0003, 0.0010, -0.0021, 0.0010, 0.0002, 0.0004, -0.0014, 0.0006, 0.0000, 0.0015, -0.0159, -0.0125, 0.0427, -0.0074, 0.0115, -0.0008, 0.0507, -0.0845, -0.0006, 0.0003, -0.0004, -0.0211]}